1) ORCA calculation (ωB97M-V with the def2-TZVPD basis set) on an isolated ion of composition C5H9N2S and charge +1.

Each line ends with the Mulliken charge.
Cartesian coordinates (Å):
C: 4.064 -1.648 -2.173  -0.0908
C: 1.852 -0.827 -1.370  -0.1944
C: 0.652 0.790 0.065  -0.6749
C: -0.664 0.553 -0.680  -0.4807
C: -2.061 0.372 1.691  -0.7543
N: 3.015 -1.325 -1.679  -0.0638
N: 1.649 0.150 -0.444  0.0711
S: -1.917 1.514 0.249  0.1154
H: 4.801 -2.485 -1.995  0.2993
H: 0.892 -1.279 -1.696  0.2969
H: -0.784 2.263 0.670  0.3261
H: -0.576 1.077 -1.714  0.4408
H: -1.282 -0.347 -0.729  0.4549
H: -2.329 -0.541 1.134  0.2817
H: -1.017 0.269 2.203  0.2687
H: -2.715 0.614 2.395  0.4143
H: 2.427 0.253 0.171  0.2897

Net charge: +1
HOMO energy (alpha / beta) (eV): -11.5 / -11.5
Orbital gap (alpha / beta) (eV): 7.83 / 7.83
LUMO level (alpha / beta) (eV): -3.672 / -3.672

2) ORCA calculation (ωB97M-V with the def2-TZVPD basis set) on an isolated ion of composition C5H9N2S and charge +1.

Each line ends with the Mulliken charge.
Cartesian coordinates (Å):
C: -1.182 -0.952 0.334  -0.4727
C: -1.938 0.180 0.153  -0.1073
C: -0.074 1.666 0.215  -0.3612
C: 0.834 0.380 0.224  0.3471
C: 1.070 -1.922 -0.083  -1.0622
N: 0.248 -0.796 0.247  0.1302
N: -1.347 1.321 -0.182  -0.2411
S: 2.559 0.445 0.086  -0.1467
H: -1.630 -1.895 0.289  0.4064
H: -3.067 0.118 -0.031  0.3142
H: -0.210 2.167 1.256  0.2415
H: 0.479 2.379 -0.525  0.3342
H: 1.685 -2.272 0.681  0.3529
H: 0.427 -2.794 -0.487  0.2850
H: 1.659 -1.602 -0.957  0.4649
H: -2.096 2.074 -0.461  0.3061
H: 2.583 1.503 -0.761  0.2086

Net charge: +1
HOMO energy (alpha / beta) (eV): -12.3 / -12.3
Orbital gap (alpha / beta) (eV): 7.81 / 7.81
LUMO level (alpha / beta) (eV): -4.479 / -4.480

Verdict on stability: 1) comes out at the bottom.